Record 1
C10H20ClIO3PTm | ωB97M-V/def2-TZVPD

## Properties
* maximum force: 6.07 eV Å⁻¹
* ⟨S²⟩: 2.002
* energy: -76265.546 eV
* highest occupied orbital energy (spin up / spin down): -0.5948 / -0.5961 Eh
* gap between HOMO and LUMO (spin up / spin down): 8.3 / 8.4 eV

ORCA input file:
```
! wB97M-V def2-TZVPD RIJCOSX def2/J DEFGRID3
* xyz 2 3
C -3.43320 2.55496 -5.34875
C -3.51994 1.33896 -4.56205
H -4.20500 2.57522 -6.14562
H -2.41584 2.62532 -5.76535
H -3.53569 3.41099 -4.66460
O -4.08196 0.30789 -4.50926
I -1.83043 1.52050 -2.48273
Tm 0.00453 0.95780 -0.44874
P 1.40911 -0.99261 -1.84268
C 1.77902 -2.77684 -1.73121
C 1.25896 -0.80589 -3.65407
H 2.96670 0.83647 -1.50630
H 3.77751 -0.62629 -2.20713
H 3.36496 -0.54521 -0.46276
C 3.04504 -0.26128 -1.47540
H 1.05200 0.24391 -3.90393
H 2.19200 -1.14460 -4.13515
H 2.50769 -3.06654 -2.51002
H 0.84850 -3.35112 -1.87114
H 0.41710 -1.41335 -4.01586
H 2.19261 -3.01325 -0.73718
C -0.99419 -1.36178 -0.41417
O -1.41259 -2.43328 -0.39904
Cl 1.54815 2.86143 -0.68290
C 1.13119 1.16866 3.86085
C 1.68928 -0.22847 3.54322
C 1.27589 -0.51734 2.10429
O 0.50680 0.64720 1.62685
C 0.67994 1.79070 2.54212
H 0.23763 1.10300 4.48538
H 1.88578 1.79524 4.33989
H 1.25267 -0.98115 4.21167
H 2.76969 -0.28429 3.64414
H 2.15305 -0.63893 1.46669
H 0.61511 -1.38325 2.01111
H -0.26852 2.35337 2.58549
H 1.47415 2.42593 2.12813
*
```

---

Record 2
C10H20F6MgO10S2 | ωB97M-V/def2-TZVPD

## Properties
* maximum force: 5.19 eV Å⁻¹
* ⟨S²⟩: 0.761
* energy: -74580.567 eV
* highest occupied orbital energy (spin up / spin down): -0.4584 / -0.4583 Eh
* energy relative to the best compared isomer or geometry (same formula, charge and spin): 18.1 kcal per mole
* gap between HOMO and LUMO (spin up / spin down): 9.4 / 2.2 eV

ORCA input file:
```
! wB97M-V def2-TZVPD RIJCOSX def2/J DEFGRID3
* xyz 1 2
Mg -6.03627 -13.03526 9.98387
C -8.83861 -15.13336 7.15683
F -9.50001 -15.82238 8.16171
F -7.64274 -15.74368 7.05702
F -9.54464 -15.15267 6.03014
S -8.43001 -13.26564 7.69569
O -7.28374 -13.35741 8.64606
O -8.04811 -12.59453 6.44181
O -9.69155 -12.78691 8.26481
C -6.95124 -17.42086 10.06965
F -8.19935 -16.98979 10.32873
F -6.79381 -18.63208 10.64343
F -6.72594 -17.58240 8.74465
S -5.67757 -16.19575 10.96784
O -5.82418 -14.88412 10.34275
O -5.98918 -16.18947 12.37610
O -4.31576 -16.75533 10.68908
C -5.03308 -10.03852 9.43519
O -5.95855 -10.93274 9.99412
C -7.13160 -10.30872 10.48320
C -8.11974 -11.36919 10.85363
O -7.55341 -12.64484 11.19359
C -8.50043 -13.55243 11.73357
H -4.39056 -9.69133 10.24434
H -5.43777 -9.14563 8.95869
H -4.50693 -10.52343 8.61292
H -7.65479 -9.68550 9.75796
H -6.96661 -9.73302 11.39394
H -8.88447 -11.50735 10.08930
H -8.68583 -10.90997 11.66403
H -9.20438 -13.16237 12.46869
H -8.01849 -14.46012 12.09676
H -9.18143 -13.91507 10.96362
C -5.08624 -12.23121 12.98474
O -4.80686 -12.79545 11.68488
C -3.44625 -12.51996 11.36295
C -3.19364 -13.34199 10.11717
O -4.16224 -13.12952 9.05261
C -3.88682 -14.11757 8.03872
H -5.13207 -11.14560 12.89848
H -4.34568 -12.55013 13.71819
H -6.04283 -12.53176 13.41219
H -2.71794 -12.82766 12.11328
H -3.43956 -11.45540 11.12893
H -3.19393 -14.40526 10.35706
H -2.28823 -13.09173 9.56427
H -4.76563 -14.13387 7.39411
H -3.68980 -15.11857 8.42249
H -2.98234 -13.78759 7.52769
*
```

---

Record 3
C10H20IO20S5Ti | ωB97M-V/def2-TZVPD

## Properties
* maximum force: 1.55 eV Å⁻¹
* ⟨S²⟩: 3.753
* energy: -137030.650 eV
* highest occupied orbital energy (spin up / spin down): -0.1317 / -0.2509 Eh
* energy relative to the best compared isomer or geometry (same formula, charge and spin): 0.6 kcal per mole
* gap between HOMO and LUMO (spin up / spin down): 3.3 / 6.6 eV

ORCA input file:
```
! wB97M-V def2-TZVPD RIJCOSX def2/J DEFGRID3
* xyz 0 4
Ti -0.08917 1.50946 0.01487
I 0.37533 4.19616 -0.06679
C -1.00197 -0.27494 4.97304
C -0.35354 1.07891 5.32385
O -0.71301 1.95875 4.25219
S -0.83252 1.12656 2.91509
O 0.48088 0.94031 2.42692
O -1.78052 1.69388 2.03469
O -1.37253 -0.19536 3.58777
H -1.87231 -0.50226 5.58255
H -0.27443 -1.08033 5.06810
H 0.72589 0.98730 5.41942
H -0.79464 1.52633 6.20880
C -3.18289 -3.22884 1.84310
C -1.87728 -3.36797 2.62797
O -0.85788 -2.74419 1.82210
S -1.51866 -2.16134 0.49408
O -1.48505 -3.15960 -0.50088
O -1.01143 -0.88267 0.22244
O -2.97246 -2.01405 1.08865
H -4.04661 -3.14728 2.49209
H -3.31030 -4.02692 1.11206
H -1.64376 -4.39669 2.89017
H -1.90398 -2.76427 3.53555
C -3.31515 0.32531 -3.42755
C -1.90712 0.17681 -2.89684
O -1.78340 1.30929 -2.01196
S -2.37464 2.57215 -2.80273
O -1.43258 2.98976 -3.78080
O -2.95143 3.46757 -1.90352
O -3.52847 1.74870 -3.54620
H -4.06852 -0.06015 -2.74086
H -3.47652 -0.08923 -4.41940
H -1.15000 0.28742 -3.67238
H -1.72963 -0.72040 -2.31525
C 1.93831 3.01401 -3.95848
C 3.05282 3.18291 -2.93617
O 3.27512 1.86024 -2.39124
S 2.25059 0.84188 -3.00546
O 1.05063 0.92152 -2.26593
O 2.88181 -0.38642 -3.25310
O 2.05200 1.61940 -4.35577
H 2.04322 3.58881 -4.87215
H 0.95234 3.19143 -3.53062
H 2.81174 3.87329 -2.13074
H 3.99916 3.48173 -3.38722
C 3.52102 -2.33133 -0.36426
C 2.28085 -2.48968 0.54766
O 2.48460 -1.57767 1.62710
S 3.16298 -0.28935 0.96874
O 3.88235 0.40135 1.95362
O 2.20594 0.35301 0.14537
O 4.16137 -1.12776 0.06502
H 3.20434 -2.32540 -1.40656
H 4.25309 -3.12513 -0.22831
H 2.19092 -3.49874 0.94153
H 1.37511 -2.25633 -0.01337
*
```

---

Record 4
C10H20LuN2PS | ωB97M-V/def2-TZVPD

## Properties
* maximum force: 2.33 eV Å⁻¹
* energy: -67411.556 eV
* highest occupied orbital energy (spin up / spin down): -0.2018 / -0.1997 Eh
* energy relative to the best compared isomer or geometry (same formula, charge and spin): 84.8 kcal per mole
* gap between HOMO and LUMO (spin up / spin down): 4.7 / 4.9 eV

ORCA input file:
```
! wB97M-V def2-TZVPD RIJCOSX def2/J DEFGRID3
* xyz 0 1
C -0.14236 -1.99941 -0.60141
C 0.22711 -3.36211 -0.33124
C -0.52254 -3.80500 0.79433
C -1.43965 -2.77397 1.15191
C -1.23081 -1.66017 0.31376
Lu 1.28968 1.21538 -0.12775
P -0.31997 2.66156 -1.72071
H 0.27186 -1.33645 -1.37544
H 1.01347 -3.89769 -0.85946
H -0.39822 -4.76021 1.29208
H -1.76006 -0.69459 0.35008
H -2.19492 -2.84128 1.94580
H -1.74882 2.74456 -1.77962
H -0.06006 2.03506 -2.99783
H 0.05930 4.02173 -2.04860
C 3.29320 1.07282 1.47754
N 2.36836 2.25570 1.48363
C 2.88847 3.56796 1.05355
C 1.11244 2.08489 2.10774
S 0.46264 0.49736 2.09843
N 0.41171 3.18475 2.43758
C 1.03575 4.24532 3.23539
C -1.03447 3.03326 2.61999
H 4.21847 1.36153 0.96970
H 2.85558 0.15106 0.97462
H 3.48747 0.79032 2.51877
H 2.07759 4.16297 0.60975
H 3.34305 4.05127 1.92388
H 3.65195 3.36165 0.29832
H 1.20697 5.14238 2.62136
H 0.34972 4.51802 4.04771
H 1.98587 3.90732 3.67347
H -1.48937 2.60548 1.71319
H -1.27824 2.37404 3.47067
H -1.45821 4.02967 2.79460
*
```

---

Record 5
C10H20N2 | ωB97M-V/def2-TZVPD

## Properties
* maximum force: 1.55 eV Å⁻¹
* energy: -13673.712 eV
* highest occupied orbital energy: -0.3067 Eh
* energy relative to the best compared isomer or geometry (same formula, charge and spin): 0.1 kcal per mole
* gap between HOMO and LUMO: 9.3 eV

ORCA input file:
```
! wB97M-V def2-TZVPD RIJCOSX def2/J DEFGRID3
* xyz 0 1
C 3.46918 0.77596 0.93269
C 4.84121 1.16516 0.97143
C 4.92164 2.37648 1.60914
N 3.64303 2.76153 1.92643
C 2.77436 1.77661 1.55652
H 3.16592 -0.15472 0.48677
H 5.67837 0.66928 0.50693
H 5.74493 3.05312 1.76346
H 3.37969 3.61399 2.37892
H 1.73459 1.78691 1.84124
C -0.56316 -1.58573 -2.73465
C -1.22804 -1.93675 -1.40588
N -1.81187 -0.75599 -0.73171
C -0.72667 0.07494 -0.17508
C -1.21151 1.35454 0.49007
C -2.79935 -1.06502 0.27057
C -4.08032 -1.72612 -0.30993
H 0.29871 -0.94116 -2.60775
H -1.32359 -1.10234 -3.34798
H -0.30604 -2.52174 -3.23082
H -2.08756 -2.58914 -1.54549
H -0.55749 -2.39232 -0.65880
H -0.19526 -0.51934 0.58156
H -0.08059 0.27861 -1.02180
H -1.65643 1.15356 1.46436
H -0.40073 2.06400 0.66571
H -1.93073 1.89265 -0.13031
H -3.10431 -0.12797 0.73504
H -2.41708 -1.69652 1.09394
H -4.22326 -2.72367 0.10558
H -4.00370 -1.85545 -1.38824
H -4.94391 -1.10337 -0.09190
*
```

---

Record 6
C10H20N2O2 | ωB97M-V/def2-TZVPD

## Properties
* maximum force: 0.66 eV Å⁻¹
* energy: -17771.298 eV
* highest occupied orbital energy: -0.3462 Eh
* energy relative to the best compared isomer or geometry (same formula, charge and spin): 2.0 kcal per mole
* gap between HOMO and LUMO: 10.2 eV

ORCA input file:
```
! wB97M-V def2-TZVPD RIJCOSX def2/J DEFGRID3
* xyz 0 1
C 1.74584 2.62085 0.84555
C 1.15133 2.36128 -0.53395
C 1.28342 0.90356 -0.98120
C 0.62142 -0.09606 -0.02259
C 0.59343 -1.52239 -0.59590
C 1.95279 -2.22618 -0.56663
C 2.39229 -2.61739 0.84019
C -0.78976 0.33555 0.34006
O -1.12863 0.56666 1.49018
N -1.64617 0.44152 -0.69420
C -3.02202 0.86372 -0.53388
C -3.92131 -0.27675 -0.02013
N -3.65606 -0.60264 1.25414
O -4.76993 -0.80209 -0.70499
H 1.74814 3.68753 1.05698
H 1.15985 2.12588 1.61571
H 2.77104 2.25974 0.89657
H 0.09699 2.64888 -0.52845
H 1.65869 2.98969 -1.26918
H 2.34331 0.65632 -1.06196
H 0.84803 0.80099 -1.97873
H 1.17802 -0.10816 0.91689
H 0.24023 -1.49140 -1.63087
H -0.11719 -2.12188 -0.02102
H 1.87998 -3.13095 -1.17312
H 2.71219 -1.58792 -1.02247
H 3.33368 -3.16267 0.80118
H 1.64839 -3.25772 1.30557
H 2.53357 -1.74284 1.46826
H -1.35832 0.13431 -1.60752
H -3.40242 1.21013 -1.49408
H -3.04866 1.67863 0.19564
H -4.15901 -1.36460 1.68088
H -2.87317 -0.17360 1.73306
*
```

---

Record 7
C10H20N2O4 | ωB97M-V/def2-TZVPD

## Properties
* maximum force: 5.76 eV Å⁻¹
* energy: -21863.093 eV
* highest occupied orbital energy: -0.3503 Eh
* energy relative to the best compared isomer or geometry (same formula, charge and spin): 76.8 kcal per mole
* gap between HOMO and LUMO: 9.9 eV

ORCA input file:
```
! wB97M-V def2-TZVPD RIJCOSX def2/J DEFGRID3
* xyz 0 1
C -4.61374 1.75622 0.30878
C -4.30146 0.17691 -0.07914
C -2.91524 -0.34192 -0.60274
C -3.12073 -1.78805 -1.01855
C -1.88911 -0.25549 0.39938
N -1.77623 1.09974 0.90018
C -0.47466 -0.73663 -0.12263
O -0.12257 -1.86992 -0.16296
N 0.51608 0.19874 -0.30052
C 1.84908 -0.24978 -0.47583
C 2.39242 -0.66600 0.95261
O 3.31346 -1.41231 1.12656
O 2.02967 0.31261 1.79060
C 2.84440 0.65001 -1.20943
C 2.79985 2.07123 -0.84230
O 4.19833 0.26545 -0.93876
H -5.58834 1.89158 0.16313
H -4.35090 1.96699 1.29351
H -4.11243 2.45128 -0.41669
H -4.99540 -0.19642 -0.87755
H -4.57915 -0.45370 0.81970
H -2.60981 0.36636 -1.38484
H -3.03262 -1.88605 -2.10505
H -4.08236 -2.23887 -0.64516
H -2.31697 -2.44137 -0.52186
H -2.21976 -0.84391 1.18617
H -2.67995 1.43761 1.28328
H -1.08477 0.94671 1.66107
H 0.31455 1.12797 0.12000
H 1.97238 -1.21561 -1.00972
H 2.16942 0.09617 2.73962
H 2.68090 0.58063 -2.25715
H 3.03740 2.53733 0.13550
H 1.71859 2.46051 -1.05360
H 3.51419 2.58805 -1.56023
H 4.29009 -0.33025 -0.15207
*
```

---

Record 8
C10H20N2P | ωB97M-V/def2-TZVPD

## Properties
* maximum force: 4.96 eV Å⁻¹
* energy: -22950.408 eV
* highest occupied orbital energy (spin up / spin down): -0.4055 / -0.3634 Eh
* energy relative to the best compared isomer or geometry (same formula, charge and spin): 112.9 kcal per mole
* gap between HOMO and LUMO (spin up / spin down): 7.9 / 3.3 eV

ORCA input file:
```
! wB97M-V def2-TZVPD RIJCOSX def2/J DEFGRID3
* xyz 1 1
C -4.17858 0.38540 1.18522
C -4.83601 0.75750 0.05460
C 2.39802 0.08241 -0.42641
C -2.74803 -0.19857 0.95461
C -4.16222 0.51181 -1.24599
C -6.23771 1.27862 0.11931
C 4.55839 1.25199 0.16686
C 2.71885 2.34458 -0.98952
C 1.90463 -2.21213 -0.14291
C 3.53622 -1.35703 1.39751
N 3.16750 1.13802 -0.31622
N 2.72751 -1.10969 0.21138
P -2.47518 -0.14742 -0.89244
H -4.41103 0.51812 2.25318
H -2.07788 0.52987 1.37202
H -2.69556 -1.22707 1.22061
H -4.69966 -0.26450 -1.97220
H -4.33559 1.42659 -1.90555
H -6.48855 1.75014 1.07925
H -7.01748 0.65048 0.09868
H -6.35388 2.08227 -0.57740
H 4.99496 1.99597 -0.50947
H 4.60317 1.50484 1.19478
H 5.05619 0.26552 0.18495
H 2.97858 3.32189 -0.35352
H 3.54192 2.49406 -1.72582
H 1.68115 2.09042 -1.31171
H 1.49737 -1.97093 -1.13500
H 1.25562 -2.41962 0.66907
H 2.68047 -3.03832 -0.32213
H 3.20007 -0.65226 2.21027
H 4.51772 -1.50960 1.02381
H 3.36676 -2.40889 1.77302
*
```

---

Which formula does entry 2 have? C10H20F6MgO10S2